1.
C18H36NO2 | the ωB97M-V functional and the def2-TZVPD basis

```
57
Properties=species:S:1:pos:R:3:forces:R:3:lowdin_charge:R:1
C -3.8666 2.5239 -0.7345 -0.171 -0.296 -0.319 -0.03
H -4.6729 3.2511 -0.7608 0.060 -0.035 0.018 0.10
H -4.2473 1.5462 -0.4319 0.017 0.084 -0.028 0.10
H -3.3981 2.4404 -1.7172 -0.052 0.018 0.079 0.10
O -2.9291 3.0057 0.2209 -0.081 0.349 0.216 0.00
C -1.8300 2.3054 0.4203 0.367 0.025 0.040 -0.49
O -1.5726 1.2745 -0.1760 -0.134 0.088 -0.025 0.05
C -0.9557 2.9006 1.4871 -0.131 -0.188 0.125 -0.08
H -1.2399 3.9375 1.6559 0.082 0.033 -0.013 0.13
H 0.0797 2.8550 1.1501 -0.015 0.010 -0.102 0.12
C -1.1180 2.0858 2.7814 0.115 0.125 0.062 -0.19
H -2.1116 2.2750 3.1916 -0.040 -0.077 -0.020 0.12
H -1.0591 1.0213 2.5452 -0.044 -0.018 -0.024 0.11
C -0.0751 2.4304 3.8468 0.040 -0.011 -0.120 -0.20
C 1.3815 2.2368 3.4139 -0.286 -0.234 0.008 -0.21
H 2.0175 2.3554 4.2925 0.081 0.080 -0.015 0.12
H 1.6654 3.0201 2.7076 0.096 0.042 -0.014 0.11
C 1.6449 0.8726 2.7810 0.361 0.389 0.083 -0.22
H 1.3339 0.0853 3.4709 -0.090 -0.119 -0.031 0.13
H 1.0383 0.7808 1.8799 -0.153 -0.080 -0.100 0.08
C 3.1135 0.6670 2.4033 -0.182 -0.292 -0.025 -0.20
C 3.2649 -0.4013 1.3167 0.093 0.293 0.060 -0.20
H 2.6421 -1.2570 1.5833 -0.021 -0.131 0.037 0.10
C 2.8843 0.1402 -0.0707 -0.037 -0.277 0.043 -0.19
H 2.2805 1.0425 0.0365 -0.036 0.127 -0.018 0.11
H 3.7938 0.4301 -0.5971 -0.034 0.071 -0.021 0.12
C 2.1160 -0.8545 -0.9507 -0.056 0.092 -0.064 -0.17
H 2.1230 -0.4683 -1.9706 -0.004 -0.089 -0.071 0.11
H 2.6445 -1.8088 -0.9403 -0.009 -0.047 -0.098 0.12
C 0.6843 -1.0107 -0.4385 0.747 0.461 0.418 -0.13
H 0.2661 -0.0226 -0.2282 -0.076 -0.179 -0.008 0.11
H 0.7089 -1.5765 0.4944 -0.174 -0.030 -0.045 0.14
N -0.3025 -1.6856 -1.3394 0.156 -0.039 0.082 -0.27
C -1.5274 -1.8777 -0.5398 -0.776 -0.067 0.417 0.02
H -2.3172 -2.3182 -1.1388 0.081 -0.007 -0.039 0.10
H -1.3231 -2.5329 0.3046 0.150 -0.028 -0.065 0.12
H -1.8598 -0.9076 -0.1730 0.103 -0.032 -0.061 0.09
C 0.2290 -2.9863 -1.8214 0.135 -0.854 -0.311 -0.11
C -0.6920 -3.6797 -2.8195 0.086 0.195 -0.122 -0.16
C -0.9551 -2.7667 -4.0127 -0.237 -0.039 0.124 -0.18
C -1.5267 -1.4382 -3.5277 0.227 -0.175 -0.029 -0.15
C -0.6030 -0.7985 -2.4972 -0.376 0.592 -0.745 -0.10
H -1.0420 0.1181 -2.0988 0.141 -0.095 0.092 0.12
H 0.3418 -0.5535 -2.9835 0.010 -0.051 0.140 0.14
H -1.6204 -0.7453 -4.3643 -0.025 0.083 0.077 0.13
H -2.5279 -1.5850 -3.1224 -0.054 0.053 -0.003 0.12
H -1.6501 -3.2432 -4.7023 0.041 -0.010 -0.064 0.12
H -0.0220 -2.5909 -4.5513 0.052 0.000 -0.061 0.12
H -0.1987 -4.5942 -3.1497 0.012 -0.024 0.110 0.13
H -1.6321 -3.9735 -2.3525 -0.010 -0.068 0.034 0.12
H 1.1828 -2.7918 -2.3136 -0.032 0.094 0.119 0.13
H 0.4080 -3.6247 -0.9538 0.042 0.175 0.058 0.15
H 4.2964 -0.7531 1.2946 -0.015 -0.122 -0.036 0.11
H 3.5390 1.6043 2.0401 0.066 0.079 0.010 0.12
H 3.6797 0.3748 3.2877 0.056 0.079 0.049 0.12
H -0.2103 3.4674 4.1577 -0.053 0.021 0.116 0.12
H -0.2736 1.7981 4.7144 -0.014 0.054 0.081 0.12
```
Positions in Å, forces in eV/Å.

Summary:
Charge   +1
Kohn-Sham gap   0.4165 hartree
Energy relative to the best compared isomer or geometry (same formula, charge and spin)   0.119 eV
SMILES string   COC(=O)CCCCCCCCCC[N+]1(C)CCCCC1
HOMO energy   -13.339 eV

---

2.
C18H37AlN2O3 | the ωB97M-V functional and the def2-TZVPD basis

```
61
Properties=species:S:1:pos:R:3:forces:R:3:lowdin_charge:R:1
Al -1.8031 4.8325 -2.1866 -0.280 0.116 0.095 1.21
O -1.3292 2.3789 -0.8126 0.878 -0.503 -0.344 -0.11
H -1.6037 1.6262 -0.2537 -0.395 0.269 0.134 -0.02
C 4.0665 2.0513 -3.0526 -0.380 0.277 -0.773 0.03
C 3.4551 1.4190 -1.7942 -0.188 1.166 -0.626 -0.37
C 1.9256 1.3651 -2.0855 -1.555 0.033 -1.552 -0.12
C 1.2204 0.4948 -1.0946 1.346 -0.808 1.515 -0.13
C 1.8616 -0.9422 -1.1333 -1.139 -0.523 -1.213 -0.06
C 3.3732 -1.1009 -0.8374 -0.487 -0.031 0.857 -0.36
N 4.0549 0.0323 -1.6328 6.358 0.684 -0.222 0.10
O 5.2879 -0.0427 -2.0081 -6.838 -0.534 2.124 0.27
C 3.9092 -2.4993 -1.2807 -0.569 0.752 0.391 0.04
C 3.5285 -0.8854 0.7212 1.286 0.384 -0.115 0.03
C 3.5231 2.3232 -0.5334 0.877 -1.089 0.749 0.04
H 3.8504 3.1179 -3.1059 -0.134 -0.057 0.234 0.12
H 3.6721 1.6004 -3.9670 -0.408 -0.090 -0.012 0.12
H 5.1293 1.9383 -3.2807 0.383 -0.158 0.953 0.13
H 1.6523 1.0030 -3.0786 0.588 -0.296 -0.171 0.15
H 1.4782 2.3578 -2.1068 0.655 0.240 0.336 0.13
H 0.1628 0.4243 -1.3926 -0.579 -0.171 -0.601 0.13
H 1.2962 0.9566 -0.1061 0.277 -0.056 0.233 0.10
H 1.5848 -1.2265 -2.1540 0.414 -0.110 -0.421 0.15
H 1.3713 -1.7756 -0.6275 -0.082 0.335 0.663 0.14
H 3.2752 -3.2338 -0.7826 -0.259 -0.038 -0.310 0.11
H 4.8937 -2.7370 -0.8768 0.241 0.497 -0.214 0.12
H 3.8591 -2.5848 -2.3651 0.107 -0.252 0.072 0.11
H 4.5662 -0.6796 0.9884 0.083 0.215 -0.169 0.11
H 3.3311 -1.7843 1.3061 -0.336 -0.369 -0.645 0.12
H 2.9128 -0.0962 1.1504 -0.048 0.067 -0.342 0.07
H 4.5579 2.4277 -0.2029 0.127 0.520 -0.273 0.13
H 3.0487 1.9075 0.3563 -0.122 -0.308 -0.170 0.08
H 2.9952 3.2587 -0.7070 0.517 0.078 -0.411 0.12
C -0.5669 0.0402 2.3605 1.083 -1.589 -0.291 -0.02
C -1.9979 -0.4792 2.3245 0.387 0.907 -0.553 -0.40
C -2.9358 0.7494 2.5611 0.885 -0.812 0.054 -0.10
C -4.3848 0.6279 2.1333 0.953 -0.518 -0.539 -0.11
C -4.3563 0.4195 0.6229 -0.038 -0.764 0.244 -0.09
C -3.5806 -0.8740 0.1352 0.887 2.606 -0.640 -0.43
N -2.2362 -0.9202 0.8465 4.348 -4.306 -2.329 0.09
O -1.2647 -1.5349 0.2248 -5.136 3.686 3.385 0.16
C -3.2862 -0.7022 -1.3814 -0.254 0.094 0.658 0.01
C -4.2382 -2.1706 0.4881 0.073 -1.141 -0.478 0.05
C -2.1575 -1.6193 3.3498 -0.636 -0.650 -0.021 0.03
H -0.3370 0.2231 3.4094 0.008 1.051 -0.246 0.13
H -0.3120 0.7532 1.5758 -0.418 0.884 0.629 0.07
H 0.1695 -0.7299 2.1190 -0.331 -0.595 0.145 0.09
H -2.4858 1.5610 1.9846 0.049 0.327 0.150 0.12
H -2.7207 0.8964 3.6206 -0.626 0.491 0.137 0.16
H -4.9242 1.5500 2.3532 -0.303 -0.223 0.218 0.15
H -4.8143 -0.2424 2.6327 -0.509 0.236 0.223 0.14
H -3.9191 1.2808 0.1075 0.297 0.252 -0.083 0.11
H -5.3703 0.3972 0.2197 -0.105 -0.258 -0.047 0.16
H -4.2626 -0.5862 -1.8515 0.103 -0.282 -0.255 0.12
H -2.6891 -1.4984 -1.8232 -0.397 -0.250 0.091 0.10
H -2.7456 0.2268 -1.5683 -0.017 0.124 0.095 0.06
H -3.6988 -2.9079 -0.1095 -0.051 -0.368 0.234 0.12
H -5.2493 -2.1475 0.0804 -0.160 0.052 0.387 0.14
H -4.1860 -2.4601 1.5363 -0.326 0.133 -0.033 0.11
H -1.7879 -2.5933 3.0265 -0.213 0.034 -0.513 0.11
H -3.1891 -1.7001 3.6927 -0.071 -0.167 -0.231 0.10
H -1.5799 -1.4868 4.2658 0.181 0.803 -0.164 0.12
```
Positions in Å, forces in eV/Å.

Summary:
Charge   +4
Kohn-Sham gap   0.1081 hartree
HOMO energy   -22.408 eV

---

3.
C18H37Br2Cl2NO3P2S2Si | the ωB97M-V functional and the def2-TZVPD basis

```
68
Properties=species:S:1:pos:R:3:forces:R:3:lowdin_charge:R:1
C -1.4379 2.3420 -3.6800 -0.313 -0.475 -0.974 -0.09
C -2.0104 1.2322 -4.5967 -0.205 0.348 1.215 -0.25
C -1.7328 -0.1475 -4.0221 0.030 -0.580 -1.064 -0.23
C -0.2576 -0.5446 -4.1424 -0.833 0.665 0.299 -0.21
N 0.2645 -1.2892 -2.9806 1.672 -0.028 -1.180 -0.14
C 1.6038 -0.8222 -2.5562 -0.134 0.142 0.972 -0.19
C 1.8004 -0.8349 -1.0300 0.919 0.538 -0.574 -0.20
C 1.8917 0.5774 -0.4305 -0.510 -0.284 0.488 -0.24
C 0.5673 1.0331 0.2444 0.488 -0.119 -0.171 -0.26
Si 0.7000 1.3942 2.0897 -0.149 0.045 -0.360 0.39
P 2.1458 -0.0611 3.0236 0.297 0.815 0.493 0.75
P 1.1735 -1.3357 4.4502 0.699 -1.020 -0.243 0.15
O 2.0522 -2.4672 4.6983 0.714 -0.870 0.004 -0.33
O 0.9867 -0.4687 5.7796 -1.069 0.311 -0.203 -0.17
O -0.2721 -1.8647 3.9618 -0.479 0.800 0.496 -0.20
C -1.0382 1.3042 2.8908 -0.435 0.043 -0.423 -0.76
Cl -1.4763 2.8044 3.7577 0.474 0.123 0.026 0.58
C -2.1220 0.9076 1.8415 0.079 0.349 1.020 -0.78
C -2.2014 -0.5985 1.7445 -0.215 0.415 -0.425 -0.14
Cl -3.7394 1.4945 2.3732 -0.241 -0.201 -0.319 0.59
C 1.5759 3.0739 2.2300 -0.290 0.085 -0.134 -0.84
Br 1.9175 3.5988 4.0799 0.104 -0.149 -0.119 0.68
C 0.9287 4.1661 1.3390 -0.041 -0.264 0.748 -0.82
C 0.4119 5.4031 2.0266 0.008 0.542 -0.767 -0.20
Br 2.1837 4.6591 -0.0874 -0.060 -0.064 -0.025 0.70
C 0.1418 -2.6395 -3.0911 -0.761 -0.769 0.245 -1.07
S -1.0824 -3.3775 -3.8917 -0.301 -0.016 -0.145 0.71
S 1.3647 -3.7023 -2.3316 0.394 0.290 0.600 0.90
C 0.2959 -4.7204 -1.2555 -0.713 0.736 -0.621 -0.47
C -0.5124 -3.8939 -0.2551 0.867 -0.549 0.691 -0.29
C 0.2879 -3.6690 1.0548 -0.682 -0.010 -0.452 -0.10
H -2.2044 2.6459 -2.9810 -0.010 0.096 0.380 0.07
H -0.5704 1.9632 -3.1550 0.264 0.152 0.278 0.05
H -1.1555 3.2010 -4.2732 0.163 0.340 0.049 0.07
H -1.6785 1.3196 -5.6254 0.258 -0.054 -0.153 0.11
H -3.0894 1.3512 -4.6014 -0.223 0.069 -0.296 0.10
H -2.2813 -0.8651 -4.6204 -0.322 -0.241 0.080 0.07
H -2.1008 -0.2649 -3.0087 0.077 0.200 0.299 0.11
H -0.1023 -1.1086 -5.0560 -0.005 -0.344 -0.099 0.11
H 0.2967 0.3759 -4.2724 0.436 0.092 0.333 0.10
H 1.7538 0.2020 -2.8604 -0.342 0.253 -0.379 0.10
H 2.3997 -1.3787 -3.0367 0.036 -0.307 -0.221 0.10
H 1.0497 -1.4405 -0.5540 -0.317 -0.176 0.252 0.07
H 2.7559 -1.3180 -0.8546 0.102 -0.298 0.151 0.10
H 2.7272 0.5743 0.2638 0.111 0.161 0.286 0.07
H 2.1612 1.3041 -1.1852 0.137 0.149 -0.245 0.09
H -0.1616 0.2429 0.1050 -0.217 -0.201 0.005 0.06
H 0.1773 1.8759 -0.3205 -0.195 0.295 0.121 0.07
H 2.5291 -0.9601 2.0125 -0.512 -0.276 0.083 -0.10
H 0.3917 -0.9429 6.3896 0.396 0.391 0.024 0.09
H -0.7827 -2.2223 4.7087 0.082 -0.097 -0.394 0.09
H -1.0414 0.5139 3.6289 0.000 -0.051 0.330 0.03
H -1.9412 1.4015 0.8992 -0.027 0.048 -0.283 0.07
H -2.6027 -0.9700 2.6750 0.025 -0.261 0.260 0.07
H -2.8870 -0.8602 0.9485 -0.057 -0.223 -0.208 0.08
H -1.2280 -1.0317 1.5604 0.230 -0.214 -0.017 0.05
H 2.5590 2.8797 1.8249 0.350 -0.115 0.077 0.01
H 0.0852 3.7170 0.8349 -0.104 -0.031 -0.443 0.05
H 0.1342 6.1083 1.2491 -0.088 0.159 -0.139 0.07
H 1.1486 5.8983 2.6407 0.145 -0.062 0.302 0.05
H -0.4991 5.1890 2.5632 -0.069 -0.201 0.488 0.05
H -0.3614 -5.2715 -1.9162 -0.004 -0.259 -0.092 0.04
H 0.9536 -5.3829 -0.7166 0.317 -0.342 -0.055 0.07
H -1.3927 -4.4730 -0.0026 -0.342 -0.024 -0.088 0.10
H -0.8446 -2.9530 -0.6737 -0.123 0.154 -0.254 0.08
H 1.3048 -4.0360 0.9925 0.296 0.188 -0.114 0.08
H -0.1848 -4.2155 1.8588 -0.069 -0.065 0.339 0.07
H 0.2710 -2.6226 1.3235 0.287 0.245 0.248 0.02
```
Positions in Å, forces in eV/Å.

Summary:
Kohn-Sham gap   0.2981 hartree
SMILES string   CCCCN(CCCC[Si@@](PP(=O)(O)O)([C@H](Br)[C@@H](C)Br)[C@@H](Cl)[C@@H](C)Cl)C(=S)SCCC
HOMO energy   -8.227 eV

---

4.
C18H37CeOP3Se | the ωB97M-V functional and the def2-TZVPD basis

```
61
Properties=species:S:1:pos:R:3:forces:R:3:lowdin_charge:R:1
Ce 0.6704 1.6588 0.1511 -0.552 -2.318 0.587 0.96
P -2.0888 2.2309 -0.1485 -1.337 1.150 -0.846 0.74
P -2.6183 -1.0223 1.1625 -0.162 -1.011 0.744 0.79
P -0.2122 -0.8505 -1.7076 0.826 -0.843 -0.949 0.74
H 5.5459 2.3170 1.1006 -0.584 -0.023 -0.037 0.06
C 5.1148 2.6141 0.1495 -0.049 0.274 -0.184 0.03
C 3.8094 2.5861 -0.1565 0.388 0.405 -0.271 -0.09
H 3.0941 2.2485 0.6181 0.411 0.058 0.076 -0.03
C -2.7912 3.7530 0.5945 0.433 0.303 0.436 -0.22
C -3.6490 1.7044 -0.9568 -0.110 -0.785 -0.553 -0.21
C -1.1874 2.9788 -1.6034 -0.300 0.070 -0.076 -0.26
C -2.2215 -2.5563 2.1528 0.539 0.356 -0.209 -0.28
C -3.8952 -0.3042 2.2989 0.348 0.180 -0.651 -0.26
C -3.6603 -1.8022 -0.1470 -0.079 0.357 0.165 -0.26
C 1.2442 -0.9353 -2.8346 -0.178 0.399 0.013 -0.25
C -1.5069 -0.8067 -2.9683 -0.582 0.574 -0.028 -0.25
C -0.2235 -2.6562 -1.3624 -0.172 -0.303 0.850 -0.24
H 5.9117 2.9867 -0.5059 -0.731 -0.036 -0.202 0.10
H 3.4174 3.0182 -1.0999 0.271 -0.369 0.522 0.07
H -2.0348 4.3325 1.1303 -0.065 0.079 -0.006 0.06
H -3.5836 3.5171 1.3132 0.139 -0.124 -0.118 0.08
H -3.2158 4.3803 -0.2031 0.100 -0.227 0.242 0.08
H -4.3544 1.2506 -0.2520 0.293 0.232 0.103 0.05
H -3.4838 0.9591 -1.7413 0.100 0.127 0.105 0.04
H -4.1458 2.5758 -1.4135 0.361 -0.160 0.231 0.09
H -0.1041 3.2455 -1.4428 -0.741 0.353 -0.477 0.01
H -1.7465 3.9206 -1.7641 0.722 -0.334 -0.391 0.09
H -1.2615 2.3056 -2.4759 0.143 0.453 0.232 0.07
H -3.1469 -3.1314 2.3072 0.322 0.144 -0.050 0.06
H -1.8207 -2.2484 3.1359 -0.142 -0.230 -0.398 0.05
H -1.4599 -3.1780 1.6337 -0.562 0.313 0.355 0.03
H -4.7748 -0.9653 2.2900 0.234 0.325 0.197 0.07
H -4.1645 0.7024 1.9322 -0.132 -0.392 0.404 0.03
H -3.4502 -0.2334 3.2997 -0.340 0.027 -0.211 0.05
H -4.4126 -2.4469 0.3281 0.196 0.155 -0.142 0.07
H -3.0502 -2.4021 -0.8214 -0.168 0.019 0.080 0.01
H -4.1713 -1.0240 -0.7180 -0.038 -0.223 -0.050 0.03
H 1.1415 -1.8344 -3.4639 0.144 0.451 0.204 0.07
H 2.1748 -0.9847 -2.2729 0.210 -0.058 -0.060 0.05
H 1.2388 -0.0489 -3.4695 0.249 0.007 -0.137 0.06
H -1.1633 -1.3149 -3.8692 0.023 -0.022 0.044 0.08
H -1.7411 0.2277 -3.2187 -0.108 -0.035 -0.252 0.03
H -2.4193 -1.2911 -2.6204 0.036 0.079 0.008 0.04
H 0.1404 -3.2200 -2.2293 -0.064 0.384 0.046 0.08
H -1.2188 -3.0359 -1.1377 0.015 0.142 0.079 0.03
H 0.4100 -2.9043 -0.5123 0.037 -0.070 -0.061 0.01
C 3.1367 -1.5304 1.8113 -0.634 -0.642 -0.788 -0.46
C 3.8617 -0.4299 2.1989 0.259 0.894 0.238 -0.16
C 5.1748 -0.2966 1.7316 -0.332 -0.947 -0.853 -0.06
C 5.6899 -1.2914 0.8603 0.230 1.102 0.412 -0.04
C 4.9961 -2.4731 0.5709 -0.719 0.444 0.891 -0.03
C 3.6651 -2.6102 1.0716 -0.018 0.246 -0.177 -0.09
Se 1.0990 -1.2033 1.6540 2.031 0.094 -0.458 0.88
H 1.5837 -0.9182 0.2433 -0.721 -0.244 0.381 -0.15
H 3.3614 0.3301 2.8204 0.521 -0.252 -0.325 0.11
H 5.7402 0.6194 1.8883 -0.051 -0.561 0.381 0.09
H 6.6615 -1.0390 0.3960 -0.564 -0.671 0.321 0.13
H 5.5115 -3.2294 -0.0226 -0.509 0.030 0.155 0.13
H 3.0048 -3.4847 0.8711 0.841 0.700 -0.033 0.12
O -1.5379 1.6650 3.2010 3.366 -0.473 -5.288 0.13
C -0.8837 1.5754 2.2224 -3.046 0.427 5.780 -0.20
```
Positions in Å, forces in eV/Å.

Summary:
Charge   +3
Kohn-Sham gap (alpha / beta)   0.2131 / 0.2190 hartree
Spin multiplicity   2
Energy relative to the best compared isomer or geometry (same formula, charge and spin)   1.365 eV
HOMO energy (alpha / beta)   -17.032 / -17.049 eV

---

Molecular weight (computed, g mol⁻¹): 298.5, 356.5, 700.4, 581.5
Electronic energy (computed, a.u.): -912.50577, -1283.61776, -8825.60148, -4682.78479